(1)
C22H49CaFKMgN4O6 as an isolated structure in a non-equilibrium geometry, computed with ωB97M-V with the def2-TZVPD basis set.

Properties
charge	+1
HOMO-LUMO gap	1.798	eV
lowest unoccupied orbital energy	-7.013	eV
energy	-3114.93162	Eh

Cartesian coordinates (Å):
C (-5.47103, 0.86888, 1.42320)
C (-4.70763, -0.49830, 1.06225)
C (-3.21194, -0.29988, 0.81429)
C (-2.32485, -0.25421, 2.08278)
C (-2.72130, -1.24465, 3.19581)
C (-1.94791, -0.91803, 4.59901)
C (-0.34531, -0.69388, 4.45645)
N (-0.03151, 0.54595, 4.98537)
C (1.20560, 1.04596, 4.43305)
H (-5.04292, 1.38147, 2.29309)
H (-5.50452, 1.53240, 0.56168)
H (-6.55746, 0.60668, 1.63061)
H (-4.94165, -1.34135, 1.77438)
H (-5.14940, -0.80234, 0.10791)
H (-2.86155, -1.11726, 0.17828)
H (-3.03476, 0.63373, 0.27042)
H (-2.22117, 0.73368, 2.54398)
H (-1.31447, -0.53148, 1.74534)
H (-3.78705, -1.14353, 3.45388)
H (-2.60771, -2.34202, 2.90048)
H (-2.13105, -1.73967, 5.30207)
H (-2.37162, 0.00731, 4.97788)
H (0.07075, -0.86293, 3.38371)
H (0.17893, -1.48702, 5.15531)
H (1.91202, 0.25500, 4.12208)
H (1.73310, 1.67335, 5.15921)
H (0.98676, 1.69994, 3.56550)
C (-0.35990, -1.79843, -3.69232)
C (-0.23287, -0.44444, -3.00085)
C (0.70063, -0.47969, -1.78761)
C (0.18911, -1.42606, -0.78330)
N (-0.20220, -2.16869, -0.01446)
H (-0.79757, -2.55022, -3.03219)
H (-1.00669, -1.71893, -4.56563)
H (0.61426, -2.16070, -4.02455)
H (-1.22684, -0.10716, -2.69213)
H (0.14849, 0.28784, -3.71074)
H (0.77023, 0.50748, -1.33651)
H (1.70279, -0.78540, -2.08443)
C (2.86491, 2.34712, -2.24232)
O (2.17629, 1.61398, -2.93317)
N (2.49803, 3.55701, -1.79438)
C (3.37632, 4.37360, -0.97469)
C (1.18116, 4.06364, -2.14340)
H (3.87920, 2.05652, -1.92294)
H (2.89714, 4.57310, -0.01420)
H (3.57240, 5.31923, -1.48197)
H (4.32108, 3.86293, -0.80090)
H (0.41534, 3.38122, -1.77005)
H (1.08853, 4.12386, -3.22817)
H (1.03337, 5.04912, -1.70977)
Mg (-6.45348, -0.73059, 3.00467)
C (8.85687, 0.21641, -3.77916)
C (7.37543, 0.56853, -3.69070)
C (7.03471, 1.95946, -4.25105)
O (7.39310, 3.03812, -3.40476)
C (8.75933, 3.41386, -3.46137)
N (6.93575, 0.42486, -2.29827)
H (9.44940, 0.71262, -3.01110)
H (8.99547, -0.85590, -3.64080)
H (9.26769, 0.48294, -4.75486)
H (6.83277, -0.16377, -4.29561)
H (5.94731, 2.02225, -4.35588)
H (7.45290, 2.10072, -5.25550)
H (9.17282, 3.29568, -4.46614)
H (9.34767, 2.84057, -2.74224)
H (8.82744, 4.46455, -3.17941)
H (5.92782, 0.55155, -2.25859)
H (7.30396, 1.22015, -1.78193)
C (-10.80688, -2.16234, 1.34025)
C (-9.36748, -2.23582, 0.76109)
O (-8.59219, -1.27293, 1.36367)
H (-11.27287, -1.19250, 1.16053)
H (-11.45544, -2.92096, 0.88964)
H (-10.79017, -2.34768, 2.40496)
H (-9.49048, -2.16839, -0.33456)
H (-9.04755, -3.29038, 0.88743)
C (-0.73039, -4.98857, 3.45681)
O (0.44486, -4.52280, 3.70182)
O (-1.21878, -4.41143, 2.31194)
O (-1.42534, -5.76734, 4.04786)
H (-0.39794, -3.90908, 2.17453)
K (-10.11490, -2.17548, 4.12318)
Ca (-0.34935, -2.51585, 3.29930)
F (-1.21565, -6.86515, 1.59689)

Atoms 1-6, force components in eV/Å:
C -0.1347 -1.9291 0.4801
C -0.8695 1.4772 -0.7260
C 0.3087 -0.2507 0.8323
C 0.1784 -0.7381 0.2120
C 0.8623 -0.2863 1.2978
C 0.1507 -1.0593 -2.1929

Mulliken population analysis, charges in e, atoms 1 to 4: -1.380 -0.197 -1.015 0.439

***

(2)
A 5-piece molecular cluster, C22H49F3NO17P2S2 overall in a non-equilibrium geometry, computed with ωB97M-V with the def2-TZVPD basis set.

Properties
charge	-1
HOMO-LUMO gap	8.236	eV
lowest unoccupied orbital energy	2.379	eV
energy	-3980.12069	Eh

Cartesian coordinates (Å):
O (2.60945, -2.37853, 0.40355)
C (1.95372, -1.46667, -0.14013)
O (0.95524, -0.94160, 0.35911)
C (2.45204, -0.92396, -1.55435)
C (1.18876, -0.91931, -2.43959)
C (0.40587, 0.43095, -2.14416)
C (0.04764, 1.23988, -3.40307)
O (-0.94550, 0.46881, -2.54237)
N (3.05604, 0.39300, -1.33683)
P (3.63578, 0.60993, 0.32282)
O (5.28550, 0.57557, 0.36023)
O (3.29917, 2.18218, 0.65277)
P (4.04511, 1.04249, -2.56025)
O (4.33532, 2.54983, -2.03283)
O (5.48014, 0.34873, -2.68960)
S (3.27603, 1.16931, -4.32535)
S (3.61489, -2.20367, -2.18132)
O (3.92236, -2.05649, -3.56707)
O (4.79814, -2.21899, -1.36166)
C (2.85783, -3.92489, -2.04012)
F (3.14014, -4.57109, -3.17362)
F (3.37972, -4.61426, -1.04767)
F (1.52837, -3.89819, -1.91190)
H (0.44554, -1.64854, -2.12467)
H (1.38069, -0.91798, -3.50971)
H (0.69877, 0.99500, -1.27582)
H (-0.35223, 2.23590, -3.24520)
H (-0.32153, 0.71410, -4.27733)
H (5.48633, -0.36001, 0.51268)
H (2.33556, 2.23417, 0.67924)
H (5.24340, 2.72653, -2.31326)
H (5.83119, 0.03252, -1.84089)
C (-2.36600, -3.10498, -2.66643)
O (-3.01827, -2.51451, -3.78229)
C (-3.81649, -3.43236, -4.50594)
C (-5.28504, -3.26882, -4.17508)
O (-5.56301, -3.63921, -2.83303)
C (-5.70181, -2.52150, -1.97181)
H (-1.95084, -2.30210, -2.05931)
H (-3.05173, -3.71418, -2.07332)
H (-1.53874, -3.73323, -3.01587)
H (-3.49136, -4.46149, -4.32355)
H (-3.67014, -3.21630, -5.57008)
H (-5.86820, -3.93774, -4.81752)
H (-5.61169, -2.24296, -4.37100)
H (-6.65956, -2.02068, -2.15403)
H (-4.88527, -1.80781, -2.09964)
H (-5.68819, -2.88632, -0.94584)
C (-4.93542, 6.18137, -3.94890)
O (-5.49504, 4.88547, -4.05212)
C (-5.00973, 4.16277, -5.17578)
C (-3.95407, 3.15263, -4.77919)
O (-2.77390, 3.78846, -4.31652)
C (-2.66373, 3.78331, -2.90102)
H (-5.18117, 6.57332, -2.96267)
H (-3.84865, 6.16297, -4.05789)
H (-5.36915, 6.84274, -4.70779)
H (-4.62185, 4.84584, -5.93775)
H (-5.86415, 3.62912, -5.60480)
H (-3.67695, 2.56998, -5.66363)
H (-4.34283, 2.45936, -4.02787)
H (-2.40350, 2.77921, -2.54957)
H (-3.58847, 4.11138, -2.41997)
H (-1.86478, 4.46992, -2.62222)
C (-2.68611, -2.53668, 4.18321)
O (-2.75154, -1.12392, 4.12747)
C (-2.26365, -0.49975, 5.30398)
C (-0.85921, 0.03477, 5.11281)
O (0.07664, -1.01225, 4.93850)
C (0.44644, -1.19233, 3.56500)
H (-2.86330, -2.91813, 3.17886)
H (-1.70710, -2.88323, 4.52111)
H (-3.46480, -2.92559, 4.85062)
H (-2.29946, -1.18900, 6.15384)
H (-2.93464, 0.33883, 5.52117)
H (-0.56631, 0.57818, 6.01932)
H (-0.82205, 0.73511, 4.27266)
H (1.10972, -0.38333, 3.24799)
H (-0.42452, -1.22661, 2.91148)
H (0.98210, -2.13531, 3.47853)
C (5.45355, 0.98288, 7.94644)
O (4.21903, 1.51066, 7.50133)
C (4.28264, 2.01817, 6.17344)
C (3.68199, 1.05310, 5.17403)
O (4.46421, -0.13123, 5.07952)
C (3.85436, -1.19927, 5.78328)
H (5.26685, 0.42483, 8.86352)
H (5.89467, 0.30812, 7.20923)
H (6.15589, 1.79541, 8.16661)
H (5.31384, 2.26197, 5.90082)
H (3.70182, 2.94617, 6.15997)
H (3.67857, 1.52418, 4.18561)
H (2.64545, 0.81450, 5.43058)
H (3.00187, -1.57138, 5.20728)
H (3.52517, -0.89037, 6.77844)
H (4.57812, -2.00693, 5.89411)

Atoms 1-6, force components in eV/Å:
O 0.3406 -0.0486 -1.2870
C 0.1377 -1.1596 2.0741
O -0.6170 1.0602 -0.8388
C -1.7829 -0.9925 0.4315
C -1.0722 2.4853 0.6321
C 0.2046 -0.1711 -3.3422

Mulliken population analysis, charges in e, atoms 1 to 4: -0.779 -0.011 -0.685 0.263